74
Properties=species:S:1:pos:R:3:forces:R:3 method="wB97M-V/def2-TZVPD" total_charge=0 largest_force_ev_per_a=7.0 smiles=CCN[C@](C#N)(CNC)[C@@H](F)C#N.BrCCBr.BrCCBr.BrCCBr.BrCCBr.BrCCBr.BrCCBr orbital_gap_ev=9.098 lumo_energy_ha=0.01285 e_homo_ev=-8.7
H -0.779 -0.701 2.664 1.9 -0.5 0.1
C -4.080 -9.917 -0.101 -0.1 -0.1 0.2
H -3.647 -10.623 0.610 0.0 0.1 -0.1
H -2.196 -8.904 -0.333 -0.1 0.0 0.0
H -5.642 -4.890 3.725 0.1 -0.1 -0.2
C 3.207 9.618 -3.055 -0.2 0.1 0.0
Br -0.538 3.992 1.953 -0.3 0.2 -0.1
C -2.402 3.503 1.664 0.1 0.3 -0.2
C 3.577 8.394 -3.855 0.2 0.0 -0.1
H 2.136 -1.653 0.341 -0.1 -0.5 0.9
C 2.434 4.259 -1.945 0.3 0.0 0.2
H -4.204 -10.412 -1.066 0.1 0.2 0.1
C 0.100 -3.525 2.430 -1.5 -0.4 0.0
C 3.084 -2.150 2.168 2.5 0.0 -0.7
H -3.343 -8.027 0.708 0.0 -0.2 -0.1
H 5.300 -2.758 1.919 -1.5 0.9 -1.0
Br -5.385 -7.370 3.834 0.0 0.1 0.1
Br 1.573 9.326 -2.033 0.1 0.0 0.0
C -0.346 -1.989 0.415 -2.5 0.1 -2.9
H 2.225 4.033 -2.990 0.0 0.1 0.2
H 4.380 -2.666 0.299 0.1 0.8 1.5
H 0.431 2.302 -7.061 0.2 0.1 0.1
C 2.463 3.067 -6.823 0.0 0.0 -0.3
Br 0.623 2.860 -4.636 -0.2 -0.1 -0.3
H -2.403 2.603 1.048 0.0 0.1 0.2
C 0.376 -0.839 2.609 -1.4 -0.2 0.4
C -5.849 -5.673 2.995 -0.1 -0.2 0.0
Br -3.254 -4.979 1.998 -1.1 -1.0 -0.6
H 1.494 5.260 -0.248 0.0 -0.1 -0.2
Br -2.679 1.635 3.818 0.0 0.1 0.0
C -3.249 -8.660 -0.176 0.2 0.0 -0.2
H 2.960 2.585 -7.667 -0.1 0.0 0.1
H 3.097 -1.161 2.747 -0.4 -1.4 -0.6
H 3.169 -3.033 2.899 -0.8 1.4 -1.2
H 3.457 4.629 -1.856 -0.3 -0.1 0.1
H 4.346 8.635 -4.593 -0.1 0.0 0.1
H 0.922 2.330 2.994 1.4 -1.7 0.4
H -0.002 -4.336 1.606 0.6 1.1 1.7
C 1.459 5.237 -1.339 -0.1 0.2 -0.1
N -2.351 -2.790 3.569 5.7 -3.0 -2.7
F 0.918 -3.941 3.535 -1.3 0.8 -2.1
H 2.982 10.457 -3.716 0.0 -0.1 0.0
Br -5.867 -9.543 0.580 0.0 -0.1 -0.2
N 0.916 0.423 2.029 0.4 -1.1 1.0
Br 2.422 2.562 -0.984 -0.1 0.0 -0.1
C 1.274 2.255 -6.371 0.0 -0.2 0.3
H 4.925 -1.095 1.230 -0.9 -1.8 -0.1
C 0.635 -2.158 1.708 -1.6 1.1 -1.1
H -5.542 -4.662 1.121 0.0 -0.1 0.1
C -1.398 -3.330 3.038 -1.7 4.4 2.5
H -2.911 4.117 3.696 0.0 -0.1 -0.2
H 1.556 1.211 -6.221 0.0 0.1 -0.1
Br 4.374 7.023 -2.722 0.0 0.2 -0.1
H 2.637 1.513 2.822 -1.9 -0.1 0.5
H 1.634 6.243 -1.724 0.0 -0.1 0.0
H 3.977 9.919 -2.344 -0.1 -0.1 -0.1
H -2.827 4.330 1.091 0.0 -0.1 0.1
C -3.132 3.332 2.973 -0.2 -0.2 0.0
H 1.437 0.962 4.135 0.0 0.2 -1.6
H 0.716 -1.027 3.704 -0.2 0.2 -1.9
N 2.005 -2.284 1.150 -0.7 -0.2 1.3
H -4.211 3.289 2.809 0.1 0.0 -0.1
H -6.926 -5.726 2.823 0.1 0.0 -0.1
Br -0.379 4.817 -1.839 0.0 0.0 0.1
N -1.094 -1.878 -0.536 4.3 -0.6 5.4
H 3.191 3.243 -6.031 -0.2 -0.1 -0.1
H 1.545 0.264 1.230 -0.3 0.1 0.8
H -5.100 -6.385 1.071 -0.2 0.1 0.1
C 1.511 1.336 3.054 0.5 1.1 -0.2
Br -3.751 -7.570 -1.712 0.0 0.0 0.1
H 2.727 7.935 -4.361 0.1 0.1 0.1
C 4.493 -2.170 1.325 0.5 0.3 0.9
C -5.112 -5.487 1.692 0.1 -0.1 -0.3
Br 1.914 4.815 -7.490 0.1 0.0 0.1